Record 1
The following is a DFT calculation (ωB97M-V with the def2-TZVPD basis set) of a cluster of 2 separate species, C12H25BCl2O6S in total in a non-equilibrium geometry.

The geometry in XYZ format:
```
47
Properties=species:S:1:pos:R:3
Cl 2.2687 3.6835 0.2296
Cl -1.3378 2.4886 -2.5743
S 3.5321 -0.0744 -2.8833
O 0.8360 -3.3119 4.1339
O 5.0225 -0.5836 -2.8713
O 0.9502 -1.5506 1.1316
O 0.8083 0.4338 -0.1956
O 2.6420 -1.2707 -3.3467
O 2.8167 -0.6751 -0.3888
C 1.1311 2.7281 -0.9040
C -0.5168 4.9403 -0.9462
C -2.7675 -0.5741 0.9304
C -0.4328 -2.0515 1.1138
C 1.4547 1.1528 -1.3437
C -1.8044 -1.3735 3.2983
C 2.9843 0.5863 -1.1847
C -2.6160 -0.5344 -0.7011
C 3.4310 1.2525 -4.2424
C -0.1383 3.3818 -1.4201
C -4.0464 -1.5522 1.3784
C -1.3867 -0.8843 1.7545
B 1.3568 -0.9668 -0.1614
H -0.7932 -1.2819 3.9211
H -0.7920 -2.4891 0.0901
H 0.8577 0.6969 -2.2449
H -4.4872 -1.1027 2.3886
H 3.0930 2.3002 -3.8454
H -3.7542 -2.6826 1.4563
H 1.1121 -2.6175 4.7847
H -3.1096 0.5220 1.2571
H -2.7865 -1.6517 -1.0856
H -3.4689 0.1001 -1.2396
H -4.8906 -1.3451 0.5629
H -2.1539 -2.5088 3.2840
H 1.0189 -1.5773 -1.1206
H -0.4614 -2.9632 1.8835
H -1.6825 5.0563 -1.1036
H -1.5606 -0.2079 -1.0869
H -0.7675 0.1012 1.8767
H 1.0568 -4.2216 4.4594
H 0.0747 5.7518 -1.5515
H 1.2247 -3.1437 3.2379
H 4.4763 1.4117 -4.7954
H -0.3209 5.0349 0.2257
H 2.6824 0.8882 -5.0856
H -2.5814 -0.6483 3.7898
H 3.8261 1.3335 -0.8659
```

Output
- E (eV) = -61680.3612
- net charge = 0

---

Record 2
The following is a DFT calculation (ωB97M-V with the def2-TZVPD basis set) of a cluster of 30 separate species, H60O30 in total in a non-equilibrium geometry.

The geometry in XYZ format:
```
90
Properties=species:S:1:pos:R:3
O 7.1631 8.7386 9.1279
O 8.8668 14.8846 11.1993
O 5.1828 12.2470 11.0044
O 8.8028 12.5584 9.3747
O 13.3350 12.6675 11.6538
O 10.5492 12.2206 14.4537
O 11.0761 9.4926 9.9611
O 10.5433 11.3625 11.7445
O 10.4006 6.0524 12.9872
O 12.7905 10.5296 15.0781
O 14.8434 11.0973 13.3976
O 10.6556 15.0641 13.5488
O 8.8580 8.2571 15.7846
O 13.6602 13.0089 8.8492
O 7.7021 11.0985 11.5484
O 13.2858 12.1872 6.4013
O 9.2799 13.9810 7.0513
O 15.5484 9.6690 10.9694
O 14.4492 7.8636 14.0151
O 9.5290 12.9279 16.7254
O 11.9101 8.7990 13.2315
O 12.2387 7.1125 9.4872
O 13.3700 15.2407 12.5952
O 9.2466 7.6160 11.1949
O 7.6513 10.6166 14.1033
O 15.0001 13.8682 14.3919
O 11.0756 10.3705 6.6830
O 9.0603 10.3103 17.2743
O 11.5090 14.7381 8.2560
O 13.3156 15.7635 9.9052
H 11.8054 13.8625 8.5045
H 13.3377 13.0545 9.7493
H 8.3099 7.4770 11.3347
H 9.3012 8.0385 10.3377
H 13.7567 13.5056 11.8435
H 10.7028 14.5874 7.7625
H 15.5246 10.8919 14.0379
H 7.3750 10.8010 12.3974
H 8.7679 9.1140 16.2015
H 13.7828 12.0398 12.2210
H 10.3343 10.7427 6.2055
H 12.4270 15.2818 12.7544
H 8.3780 10.9438 14.6335
H 8.5825 10.7278 11.4870
H 9.0691 13.3538 9.8358
H 11.7338 7.8769 13.4184
H 10.8941 14.1842 13.8405
H 10.0634 12.4982 15.2304
H 13.6325 8.3530 13.9165
H 5.8850 11.7791 11.4564
H 9.5872 13.3914 6.3627
H 9.0699 13.7533 16.5699
H 13.0886 7.3264 9.8721
H 14.0275 11.0671 13.8971
H 14.4574 7.2585 13.2734
H 6.9577 10.4297 14.7360
H 13.9372 16.0662 9.2433
H 7.3521 9.5383 9.6188
H 11.6732 7.8449 9.7322
H 14.1445 12.2832 5.9894
H 9.0046 13.3995 7.7600
H 10.6230 10.1676 10.4664
H 10.1394 6.5791 12.2318
H 9.7461 5.3554 13.0317
H 9.6342 10.9961 16.9331
H 11.3098 11.7970 11.3705
H 9.8560 13.0004 17.6221
H 11.3275 9.0118 12.5025
H 8.2652 12.0826 10.0078
H 9.0310 15.1204 12.1123
H 10.9588 15.6400 14.2508
H 15.3646 10.1934 11.7487
H 11.2914 9.9181 9.1312
H 11.2102 11.6143 14.7880
H 14.4728 13.5146 8.8596
H 14.9264 12.9170 14.3149
H 10.4068 11.7987 12.5856
H 7.9228 14.9971 11.0884
H 8.3793 8.3400 14.9598
H 13.4105 12.5094 7.2940
H 6.6654 8.1944 9.7382
H 15.3640 8.7686 11.2369
H 11.7241 11.0742 6.7060
H 12.5395 15.5079 9.4064
H 14.3364 14.2096 13.7926
H 13.2577 10.0627 15.7709
H 13.4813 15.6056 11.7172
H 5.2110 11.9139 10.1075
H 8.5596 10.7395 17.9681
H 12.5243 9.8449 14.4645
```

Output
- energy relative to the best compared isomer or geometry (same formula, charge and spin) (eV) = 3.109
- E (eV) = -62402.1597
- net charge = 0

---

Record 3
The following is a DFT calculation (ωB97M-V with the def2-TZVPD basis set) of a structure of composition C8H24O4RbS4.

The geometry in XYZ format:
```
41
Properties=species:S:1:pos:R:3
Rb -0.6101 -1.1908 -0.7610
S -2.4384 2.1377 -1.2090
S -1.8118 0.1425 2.8564
S 0.9866 -4.8682 -1.0116
S 2.8971 0.8500 -2.0684
O 1.5518 0.2761 -1.8048
O 1.1671 -3.4390 -1.4250
O -2.0019 0.9098 -1.9267
O -0.8687 0.0122 1.6979
C -0.6730 -5.3021 -1.5437
C 4.0658 -0.1024 -1.1319
C -2.4630 1.8002 2.6603
C -2.7876 3.3596 -2.4606
C -0.9520 2.8929 -0.5623
C -0.7973 0.5194 4.2817
C 3.0014 2.3429 -1.0671
C 0.7236 -4.8286 0.7697
H -2.2755 4.2970 -2.2500
H -1.2889 -4.4256 -1.3457
H -0.6069 -5.4770 -2.6140
H -3.0336 1.7912 1.7303
H 2.5997 3.1588 -1.6599
H 1.0271 -5.7760 1.2049
H 1.3073 -3.9707 1.0961
H -1.5939 2.4470 2.5529
H 2.4313 2.1335 -0.1631
H 5.0469 0.3615 -1.2487
H -0.3189 -4.6097 1.0160
H 0.0329 1.1321 3.9311
H -3.8527 3.5626 -2.5417
H -1.4070 1.0326 5.0216
H 4.0901 -1.1161 -1.5244
H 4.0398 2.5322 -0.8011
H -1.1886 3.8553 -0.1105
H -2.4250 2.9592 -3.4074
H -0.4067 -0.4131 4.6834
H -0.2547 3.0410 -1.3886
H -1.0293 -6.1801 -1.0098
H -3.1589 2.0733 3.4496
H 3.8013 -0.1167 -0.0735
H -0.5256 2.1955 0.1586
```

Output
- energy relative to the best compared isomer or geometry (same formula, charge and spin) (eV) = 0.072
- E (eV) = -60865.1002
- net charge = +1